# 1
ORCA calculation (ωB97M-V with the def2-TZVPD basis set) on 9 unconnected molecules or ions with the total composition C19H56N2O9 at a distorted geometry.

```
! wB97M-V def2-TZVPD RIJCOSX def2/J DEFGRID3
* xyz 0 1
C -6.964 -3.317 0.440
C -6.046 -4.432 -0.102
O -5.763 -5.432 0.880
H -8.003 -3.642 0.393
H -6.852 -2.356 -0.061
H -6.858 -2.994 1.476
H -5.110 -4.046 -0.508
H -6.519 -4.730 -1.037
H -5.392 -5.011 1.659
C 0.676 -0.578 0.287
C 1.513 0.662 0.651
O 1.165 1.872 0.227
H -0.265 -0.649 0.831
H 1.198 -1.535 0.257
H 0.381 -0.483 -0.758
H 2.435 0.445 0.111
H 1.782 0.768 1.702
H 1.693 2.445 0.788
C 1.014 8.799 3.584
C 1.900 7.757 4.182
O 2.480 7.035 3.107
H 0.345 8.352 2.849
H 1.492 9.575 2.985
H 0.388 9.263 4.346
H 1.354 7.104 4.863
H 2.690 8.243 4.755
H 3.275 7.477 2.798
C 2.536 0.211 -6.656
C 1.057 0.129 -6.299
O 0.495 -1.194 -6.345
H 3.019 1.124 -6.307
H 2.565 0.321 -7.740
H 3.060 -0.648 -6.238
H 0.356 0.750 -6.856
H 1.116 0.564 -5.302
H 0.493 -1.571 -7.228
C -3.904 3.754 -2.585
C -3.249 4.881 -3.283
O -2.489 5.668 -2.433
H -3.074 3.293 -2.050
H -4.297 2.974 -3.237
H -4.676 3.899 -1.829
H -4.133 5.428 -3.610
H -2.686 4.583 -4.168
H -1.757 5.113 -2.155
C 0.138 -10.207 -0.913
C -0.892 -9.137 -1.364
O -0.892 -9.128 -2.778
H 1.198 -10.054 -1.114
H -0.146 -11.206 -1.243
H -0.036 -10.289 0.159
H -0.733 -8.160 -0.906
H -1.919 -9.442 -1.165
H -0.272 -8.436 -3.022
C 3.218 -5.104 4.587
O 2.451 -5.269 5.507
N 3.905 -4.041 4.375
N 3.363 -5.893 3.597
H 4.282 -3.945 3.442
H 3.766 -3.202 4.920
H 2.781 -6.698 3.418
H 4.150 -5.806 2.969
C -4.307 -4.317 7.888
C -4.280 -3.564 6.579
C -3.955 -2.089 6.570
O -3.491 -4.298 5.713
H -4.632 -5.358 7.886
H -5.007 -3.886 8.604
H -3.331 -4.180 8.353
H -5.255 -3.638 6.098
H -3.939 -1.806 5.518
H -2.994 -2.017 7.079
H -4.674 -1.526 7.165
H -2.610 -4.139 6.059
C 4.666 6.974 -4.915
C 6.145 6.969 -4.591
C 7.115 7.309 -5.799
O 6.425 7.890 -3.585
H 4.415 6.471 -5.849
H 4.242 7.976 -4.972
H 4.053 6.492 -4.153
H 6.537 6.030 -4.200
H 7.031 6.514 -6.540
H 8.174 7.411 -5.559
H 6.850 8.207 -6.357
H 6.015 8.717 -3.848
*
```

Properties
Gap between HOMO and LUMO ... 10.06 eV
HOMO energy ... -9.816 eV
SMILES ... NC(N)=O.CC(C)O.CC(C)O.CCO.CCO.CCO.CCO.CCO.CCO

# 2
ORCA calculation (ωB97M-V with the def2-TZVPD basis set) on 9 unconnected molecules or ions with the total composition C19H56N4O9 at a distorted geometry.

```
! wB97M-V def2-TZVPD RIJCOSX def2/J DEFGRID3
* xyz 0 1
C -11.005 6.131 -26.385
O -11.445 5.045 -25.636
H -11.814 6.816 -26.505
H -10.608 5.797 -27.305
H -10.187 6.684 -25.900
H -10.980 4.277 -25.972
C -4.264 1.522 -28.852
O -3.339 2.416 -29.395
H -3.669 0.737 -28.290
H -4.868 1.026 -29.630
H -4.876 2.025 -28.133
H -2.626 2.294 -28.709
C -0.142 4.769 -27.748
O 0.050 6.066 -28.193
N 0.776 3.953 -27.427
N -1.339 4.316 -27.562
H 1.764 4.262 -27.227
H 0.736 2.922 -27.300
H -2.119 4.812 -27.940
H -1.520 3.354 -27.303
C -9.726 1.655 -26.317
O -10.350 2.852 -26.557
N -8.391 1.517 -26.249
N -10.296 0.499 -26.165
H -7.905 2.426 -26.447
H -7.921 0.626 -26.430
H -11.304 0.481 -26.102
H -9.873 -0.361 -26.398
C -5.327 6.951 -23.895
C -3.838 7.062 -23.879
C -3.110 6.196 -24.930
O -3.424 8.224 -23.941
H -5.708 7.279 -24.841
H -5.737 7.641 -23.128
H -5.630 5.953 -23.641
H -3.483 6.657 -22.931
H -2.986 6.746 -25.834
H -3.645 5.333 -25.176
H -2.129 5.927 -24.554
H -2.499 8.258 -23.674
C -10.179 3.306 -23.002
C -8.826 3.955 -22.874
C -8.543 4.719 -24.113
O -8.769 4.774 -21.915
H -10.451 2.687 -22.142
H -10.086 2.611 -23.875
H -10.928 4.081 -23.123
H -8.098 3.245 -22.571
H -9.287 5.492 -24.250
H -8.659 4.201 -25.055
H -7.541 5.131 -24.181
H -8.766 4.316 -21.065
C -5.120 5.064 -27.904
C -6.257 4.832 -26.929
C -7.548 5.547 -27.306
O -6.553 3.646 -26.744
H -5.270 4.740 -28.931
H -4.167 4.780 -27.444
H -4.993 6.159 -28.066
H -5.933 5.204 -25.959
H -8.172 4.893 -27.999
H -7.305 6.492 -27.739
H -8.122 5.896 -26.484
H -5.775 3.302 -26.256
C -5.100 2.917 -24.105
C -4.146 2.172 -25.055
C -4.800 0.869 -25.473
O -3.769 2.785 -26.066
H -4.809 3.997 -24.018
H -5.095 2.317 -23.213
H -6.106 2.864 -24.425
H -3.185 2.036 -24.476
H -5.689 1.075 -26.108
H -5.113 0.276 -24.631
H -4.045 0.317 -25.962
H -3.077 2.239 -26.510
C -8.736 8.189 -23.943
C -8.203 9.536 -23.448
C -8.385 10.739 -24.407
O -8.647 9.946 -22.369
H -8.534 7.373 -23.240
H -8.430 7.957 -24.952
H -9.838 8.205 -23.893
H -7.118 9.415 -23.378
H -7.883 10.490 -25.410
H -7.906 11.709 -24.130
H -9.430 10.898 -24.677
H -8.487 9.284 -21.715
*
```

Properties
Gap between HOMO and LUMO ... 8.20 eV
HOMO energy ... -8.932 eV
SMILES ... NC(N)=O.NC(N)=O.CC(C)O.CC(C)O.CC(C)O.CC(C)O.CC(C)O.CO.CO

- Number 2 is which compound?
  C19H56N4O9

What did the first record say?
ORCA calculation (ωB97M-V with the def2-TZVPD basis set) on 9 unconnected molecules or ions with the total composition C19H56N2O9 at a distorted geometry.

```
! wB97M-V def2-TZVPD RIJCOSX def2/J DEFGRID3
* xyz 0 1
C -6.964 -3.317 0.440
C -6.046 -4.432 -0.102
O -5.763 -5.432 0.880
H -8.003 -3.642 0.393
H -6.852 -2.356 -0.061
H -6.858 -2.994 1.476
H -5.110 -4.046 -0.508
H -6.519 -4.730 -1.037
H -5.392 -5.011 1.659
C 0.676 -0.578 0.287
C 1.513 0.662 0.651
O 1.165 1.872 0.227
H -0.265 -0.649 0.831
H 1.198 -1.535 0.257
H 0.381 -0.483 -0.758
H 2.435 0.445 0.111
H 1.782 0.768 1.702
H 1.693 2.445 0.788
C 1.014 8.799 3.584
C 1.900 7.757 4.182
O 2.480 7.035 3.107
H 0.345 8.352 2.849
H 1.492 9.575 2.985
H 0.388 9.263 4.346
H 1.354 7.104 4.863
H 2.690 8.243 4.755
H 3.275 7.477 2.798
C 2.536 0.211 -6.656
C 1.057 0.129 -6.299
O 0.495 -1.194 -6.345
H 3.019 1.124 -6.307
H 2.565 0.321 -7.740
H 3.060 -0.648 -6.238
H 0.356 0.750 -6.856
H 1.116 0.564 -5.302
H 0.493 -1.571 -7.228
C -3.904 3.754 -2.585
C -3.249 4.881 -3.283
O -2.489 5.668 -2.433
H -3.074 3.293 -2.050
H -4.297 2.974 -3.237
H -4.676 3.899 -1.829
H -4.133 5.428 -3.610
H -2.686 4.583 -4.168
H -1.757 5.113 -2.155
C 0.138 -10.207 -0.913
C -0.892 -9.137 -1.364
O -0.892 -9.128 -2.778
H 1.198 -10.054 -1.114
H -0.146 -11.206 -1.243
H -0.036 -10.289 0.159
H -0.733 -8.160 -0.906
H -1.919 -9.442 -1.165
H -0.272 -8.436 -3.022
C 3.218 -5.104 4.587
O 2.451 -5.269 5.507
N 3.905 -4.041 4.375
N 3.363 -5.893 3.597
H 4.282 -3.945 3.442
H 3.766 -3.202 4.920
H 2.781 -6.698 3.418
H 4.150 -5.806 2.969
C -4.307 -4.317 7.888
C -4.280 -3.564 6.579
C -3.955 -2.089 6.570
O -3.491 -4.298 5.713
H -4.632 -5.358 7.886
H -5.007 -3.886 8.604
H -3.331 -4.180 8.353
H -5.255 -3.638 6.098
H -3.939 -1.806 5.518
H -2.994 -2.017 7.079
H -4.674 -1.526 7.165
H -2.610 -4.139 6.059
C 4.666 6.974 -4.915
C 6.145 6.969 -4.591
C 7.115 7.309 -5.799
O 6.425 7.890 -3.585
H 4.415 6.471 -5.849
H 4.242 7.976 -4.972
H 4.053 6.492 -4.153
H 6.537 6.030 -4.200
H 7.031 6.514 -6.540
H 8.174 7.411 -5.559
H 6.850 8.207 -6.357
H 6.015 8.717 -3.848
*
```

Properties
Gap between HOMO and LUMO ... 10.06 eV
HOMO energy ... -9.816 eV
SMILES ... NC(N)=O.CC(C)O.CC(C)O.CCO.CCO.CCO.CCO.CCO.CCO